DFT (ωB97M-V/def2-TZVPD) results for a molecular structure, C27H22F3FeNO.

Net charge: -2
HOMO energy (alpha / beta): 0.0452 / -0.0215 hartree
Relative energy (zero: lowest compared OMol25 entry of this formula, charge and spin): 0.000 eV
Molecular weight: 489.32 g mol⁻¹
Orbital gap (alpha / beta): 0.1230 / 0.1896 Eh
2S+1: 5

Cartesian coordinates (Å):
F 2.700 1.490 1.634
C 2.243 0.316 2.166
F 3.057 -0.679 1.692
F 2.442 0.387 3.522
C 0.803 0.061 1.820
C 0.372 -1.263 1.691
C -0.940 -1.506 1.335
C -1.873 -0.456 1.171
C -3.246 -0.727 0.885
C -4.194 0.275 1.005
N -5.073 1.065 1.069
C -1.390 0.883 1.285
C -0.059 1.134 1.604
H 1.073 -2.081 1.877
H -1.302 -2.539 1.262
H -3.551 -1.770 0.994
H -2.079 1.716 1.193
H 0.302 2.159 1.702
C -2.498 4.586 -2.579
O -1.599 3.453 -2.509
C -2.188 2.228 -2.432
C -1.345 1.085 -2.499
C -1.864 -0.159 -2.299
C -3.255 -0.341 -2.008
C -3.681 -1.595 -1.457
C -5.051 -2.111 -1.389
C -5.622 -3.077 -2.359
C -6.990 -3.375 -1.999
C -7.287 -2.669 -0.750
C -6.117 -1.905 -0.379
Fe -5.708 -3.825 -0.530
C -4.040 -4.298 0.440
C -4.292 -5.174 -0.694
C -5.596 -5.793 -0.498
C -6.153 -5.284 0.746
C -5.196 -4.354 1.322
C -4.108 0.792 -2.142
C -3.600 2.056 -2.324
H -1.859 5.441 -2.789
H -3.246 4.475 -3.380
H -2.999 4.709 -1.609
H -0.278 1.238 -2.703
H -1.219 -1.045 -2.326
H -2.934 -2.388 -1.505
H -5.111 -3.395 -3.269
H -7.715 -3.976 -2.564
H -8.246 -2.653 -0.234
H -6.064 -1.219 0.456
H -3.107 -3.798 0.661
H -3.594 -5.388 -1.503
H -6.041 -6.556 -1.136
H -7.068 -5.617 1.220
H -5.278 -3.869 2.287
H -5.184 0.646 -2.026
H -4.281 2.915 -2.350

DFT (ωB97M-V/def2-TZVPD) results for 8 unconnected molecules or ions with the total composition C27H63F3IN2O9S8.

Net charge: +1
HOMO energy: -0.3814 hartree
Molecular weight: 1000.24 g mol⁻¹
Orbital gap: 0.3037 Eh

Cartesian coordinates (Å):
C -0.086 -2.032 -1.474
C -0.689 -1.162 -2.570
F -0.448 -1.761 -3.797
C -0.103 0.240 -2.495
C -0.653 0.877 -1.167
C 0.525 1.151 -0.201
C 1.386 2.334 -0.558
C 2.280 2.748 0.597
C 3.222 1.676 1.113
C 4.386 1.458 0.140
I 4.068 -0.201 -1.195
N 0.516 3.522 -0.868
C -0.431 3.214 -1.962
C -1.422 2.171 -1.479
S -2.605 2.023 -2.848
N -2.088 2.777 -0.250
C -3.208 3.591 -0.548
O -3.121 4.697 -0.978
F -4.358 3.031 -0.250
C -2.353 1.826 0.789
O -3.094 0.903 0.761
F -1.606 2.106 1.853
H 0.024 -3.057 -1.788
H 0.865 -1.604 -1.173
H -0.723 -1.977 -0.599
H -1.771 -1.084 -2.441
H 0.974 0.118 -2.422
H -0.307 0.827 -3.386
H -1.286 0.112 -0.743
H 1.169 0.283 -0.219
H 0.148 1.251 0.811
H 2.011 2.177 -1.430
H 2.889 3.591 0.297
H 1.658 3.091 1.428
H 2.739 0.745 1.378
H 3.643 2.058 2.038
H 4.536 2.340 -0.466
H 5.288 1.220 0.684
H 1.098 4.333 -1.087
H 0.015 3.744 -0.003
H -0.935 4.128 -2.260
H 0.133 2.869 -2.821
H -2.880 0.714 -2.903
C -2.206 3.928 -6.133
S -1.970 2.222 -6.649
O -0.881 1.658 -5.802
C -1.257 2.620 -8.246
H -2.617 3.920 -5.127
H -1.246 4.445 -6.140
H -2.907 4.417 -6.809
H -0.363 3.228 -8.105
H -1.993 3.152 -8.848
H -0.993 1.684 -8.735
C 4.301 5.394 -4.422
S 3.292 4.056 -3.792
O 3.379 4.095 -2.298
C 4.325 2.707 -4.363
H 3.832 6.333 -4.135
H 5.298 5.331 -3.989
H 4.348 5.325 -5.508
H 5.337 2.793 -3.969
H 4.326 2.717 -5.452
H 3.866 1.786 -4.006
C -2.217 -5.864 0.053
S -1.257 -5.019 1.304
O -0.330 -4.081 0.610
C -0.299 -6.432 1.855
H -2.854 -5.127 -0.435
H -1.551 -6.316 -0.682
H -2.846 -6.625 0.513
H 0.253 -6.849 1.013
H -0.971 -7.176 2.281
H 0.396 -6.088 2.617
C -3.957 0.252 5.770
S -3.985 -1.352 4.961
O -2.846 -2.134 5.507
C -3.466 -0.757 3.349
H -4.207 0.099 6.818
H -2.960 0.685 5.689
H -4.700 0.903 5.309
H -2.505 -0.255 3.441
H -4.213 -0.078 2.941
H -3.371 -1.624 2.697
C -3.437 -3.329 -3.524
S -4.944 -3.510 -2.558
O -4.862 -4.811 -1.843
C -6.047 -3.738 -3.954
H -2.606 -3.225 -2.830
H -3.281 -4.206 -4.151
H -3.511 -2.433 -4.141
H -5.727 -4.603 -4.534
H -6.042 -2.839 -4.571
H -7.047 -3.906 -3.562
C 0.034 -1.608 3.109
S 0.921 -0.551 4.251
O 1.788 0.331 3.404
C 1.970 -1.833 4.931
H -0.643 -0.970 2.545
H 0.731 -2.092 2.423
H -0.546 -2.350 3.657
H 2.541 -2.306 4.132
H 1.354 -2.569 5.447
H 2.654 -1.378 5.641
C 5.341 -2.744 9.526
S 4.029 -2.138 8.461
O 4.215 -2.780 7.132
C 4.650 -0.458 8.327
H 5.164 -3.803 9.699
H 6.304 -2.606 9.034
H 5.314 -2.208 10.474
H 5.660 -0.473 7.917
H 4.643 0.010 9.311
H 3.989 0.090 7.659

DFT (ωB97M-V/def2-TZVPD) results for 2 unconnected molecules or ions with the total composition C3H3FN2.

HOMO energy: -0.3705 hartree
Relative energy (zero: lowest compared OMol25 entry of this formula, charge and spin): 5.598 eV
Molecular weight: 86.07 g mol⁻¹
Orbital gap: 0.3496 Eh

Cartesian coordinates (Å):
C -0.686 -1.720 0.002
C -0.125 -0.531 -0.596
C 0.256 1.087 0.886
N -1.052 -2.565 0.659
N 0.160 -0.416 -1.768
F 0.709 0.686 -2.360
H 0.321 0.289 1.628
H -0.742 1.573 1.069
H 1.160 1.597 0.480

DFT (ωB97M-V/def2-TZVPD) results for C4H8N2S2 in the gas phase.

SMILES: SC[C@@]1(S)C=NNC1
HOMO energy: -0.3255 hartree
Relative energy (zero: lowest compared OMol25 entry of this formula, charge and spin): 2.857 eV
Molecular weight: 148.26 g mol⁻¹
Orbital gap: 0.3464 Eh

Cartesian coordinates (Å):
S 0.394 -0.507 2.453
C -0.552 0.261 1.178
C -0.271 -0.050 -0.339
S -0.437 -1.867 -0.686
C -1.115 0.955 -1.183
N -0.409 1.810 -1.774
N 0.926 1.751 -1.226
C 1.199 0.468 -0.707
H 1.409 0.479 2.627
H -1.640 0.067 1.640
H -0.281 1.328 1.293
H -1.075 -1.627 -2.002
H -2.049 0.401 -1.520
H 1.475 2.363 -1.699
H 1.773 -0.184 -1.409
H 1.899 0.426 0.097

DFT (ωB97M-V/def2-TZVPD) results for C8H10 in the gas phase.

SMILES: CC(C)=C1C=CC=C1
HOMO energy: -0.3077 hartree
Relative energy (zero: lowest compared OMol25 entry of this formula, charge and spin): 1.405 eV
Molecular weight: 106.17 g mol⁻¹
Orbital gap: 0.3242 Eh

Cartesian coordinates (Å):
C 1.338 -1.469 -0.916
C 0.660 -0.153 -0.656
C 1.182 0.914 -1.579
C -0.267 0.041 0.274
C -0.968 1.299 0.534
C -1.889 1.104 1.500
C -1.741 -0.293 2.029
C -0.800 -0.914 1.280
H 2.399 -1.328 -0.638
H 1.282 -1.675 -1.994
H 0.938 -2.370 -0.393
H 0.780 1.919 -1.406
H 1.041 0.689 -2.647
H 2.272 0.962 -1.476
H -0.886 2.147 -0.082
H -2.594 1.810 1.888
H -2.296 -0.765 2.855
H -0.451 -1.919 1.427

DFT (ωB97M-V/def2-TZVPD) results for a gas-phase ion, CHN4O (charge -1).

Net charge: -1
HOMO energy: -0.1194 hartree
Relative energy (zero: lowest compared OMol25 entry of this formula, charge and spin): 3.031 eV
Molecular weight: 85.05 g mol⁻¹
Orbital gap: 0.2947 Eh

Cartesian coordinates (Å):
C -0.706 0.284 0.080
N 0.819 2.059 0.054
N 1.510 -0.711 0.021
N -0.113 1.376 -0.034
N 0.428 -1.137 0.031
O -0.195 -2.194 0.029
H -1.743 0.324 -0.181

DFT (ωB97M-V/def2-TZVPD) results for a gas-phase ion, C7H17N3O2 (charge +2).

Net charge: +2
HOMO energy (alpha / beta): -0.4422 / -0.6270 hartree
Relative energy (zero: lowest compared OMol25 entry of this formula, charge and spin): 0.307 eV
Molecular weight: 175.23 g mol⁻¹
Orbital gap (alpha / beta): 0.1539 / 0.1415 Eh
2S+1: 3

Cartesian coordinates (Å):
C 2.681 -0.849 0.248
C 0.362 1.803 -0.362
C -0.416 1.057 0.714
C 1.817 1.355 -0.444
C -0.645 -0.426 0.287
C -4.272 -1.087 -0.120
C -2.058 -0.709 0.598
N 3.011 -0.490 1.478
N 1.938 -0.097 -0.565
N 1.483 -0.569 -1.803
O 3.006 -2.085 -0.062
O -2.880 -0.915 -0.313
H -0.124 1.669 -1.328
H 0.353 2.869 -0.137
H 0.100 1.096 1.672
H -1.374 1.561 0.845
H 2.277 1.806 -1.329
H 2.373 1.695 0.426
H -0.017 -1.097 0.871
H -4.553 -2.045 -0.569
H -4.781 -0.300 -0.687
H -4.558 -1.055 0.933
H -0.483 -0.553 -0.781
H -2.379 -0.665 1.646
H 2.822 0.414 1.878
H 3.569 -1.139 2.017
H 3.086 -2.296 -1.007
H 2.022 -0.206 -2.588
H 1.406 -1.579 -1.851

DFT (ωB97M-V/def2-TZVPD) results for a gas-phase ion, H2NOS (charge -1).

SMILES: [O-]NS
Net charge: -1
HOMO energy (alpha / beta): -0.0601 / -0.0601 hartree
Relative energy (zero: lowest compared OMol25 entry of this formula, charge and spin): 1.249 eV
Molecular weight: 64.09 g mol⁻¹
Orbital gap (alpha / beta): 0.2177 / 0.2177 Eh

Cartesian coordinates (Å):
O 0.293 1.284 -0.907
N -0.156 0.129 -0.639
S -0.109 -0.508 1.159
H -1.249 -0.054 -0.634
H 1.221 -0.851 1.020